1.
{"formula": "C4H8N4O2", "method": "ωB97M-V with the def2-TZVPD basis set", "species": ["C", "C", "C", "C", "N", "N", "N", "N", "O", "O", "H", "H", "H", "H", "H", "H", "H", "H"], "positions_angstrom": [[0.6290, -1.6519, 0.1350], [-0.7028, 0.9913, -0.2104], [-1.1629, 1.2910, 1.1450], [0.1671, 1.6604, 0.4725], [0.1895, -1.2602, 1.3423], [-0.1311, -2.5464, -0.5718], [1.7358, -1.3805, -0.4544], [1.3589, 2.2457, 0.5409], [2.3792, 1.5679, 0.3586], [1.3921, 3.4502, 0.7833], [0.4430, -1.1519, 2.1960], [-0.9700, 0.7157, -1.1946], [-2.0038, 2.0692, 1.1153], [-1.2557, 0.4730, 1.9336], [0.2335, -2.6080, -1.4506], [-0.6491, -3.1945, -0.1436], [2.2171, -0.5121, -0.2811], [1.7045, -1.3335, -1.4489]], "mulliken_charge": [0.56, -0.27, -0.50, 0.10, -0.64, -0.34, -0.52, 0.88, -0.57, -0.53, 0.13, 0.41, 0.20, 0.21, 0.13, 0.23, 0.27, 0.26], "gap_ev": 7.83, "lumo_ev": -0.5, "smiles": "O=[N+]([O-])C1=CC1.N=C(N)N", "total_charge": 0}

2.
{"formula": "C4H8N4O2", "method": "ωB97M-V with the def2-TZVPD basis set", "species": ["C", "C", "C", "C", "N", "N", "N", "N", "O", "O", "H", "H", "H", "H", "H", "H", "H", "H"], "positions_angstrom": [[0.7144, 1.8380, -0.2936], [-0.1748, 0.2075, -1.8958], [0.3498, 1.1866, 0.9397], [-0.8935, -1.4118, -0.0461], [0.4864, 1.4038, -1.4832], [0.0001, -0.8848, -0.9510], [-0.5688, -2.4800, 0.5972], [1.0771, 1.5520, 1.9935], [0.6649, 0.9519, 3.1592], [1.9962, 2.3180, 2.0499], [1.2990, 2.6908, 0.0157], [-1.3426, 0.4606, -1.8887], [0.2787, 0.1083, -2.8971], [-0.4535, 0.5367, 1.1942], [-1.7750, -0.8207, 0.1155], [0.7759, -1.3818, -1.1046], [0.9156, 1.2688, 3.9776], [-1.3105, -2.7934, 1.2394]], "mulliken_charge": [-0.06, -0.41, -0.26, -0.03, -0.56, -0.19, -0.74, 0.79, -0.48, -0.70, 0.41, 0.31, 0.28, 0.45, 0.49, 0.15, 0.34, 0.24], "gap_ev": 8.85, "lumo_ev": -0.1, "smiles": "[H]/N=C/NC/N=C\\C=[N+](/[O-])O", "total_charge": 0}

Which is the most stable structure? 2 is the most stable.